This record from the OMol25 dataset describes C27H43Cl12F2NO4 as an isolated structure. The level of theory is the ωB97M-V functional and the def2-TZVPD basis.

Results
E_tot (eV): -194073.395
Maximum force (eV Å⁻¹): 8.4
LUMO (eV): -1.0
HOMO level (eV): -8.5
HOMO-LUMO gap (hartree): 0.2730

Structure (XYZ):
```
89
C27H43Cl12F2NO4 the ωB97M-V functional and the def2-TZVPD basis
C -1.153 -0.167 -4.239
C -1.353 1.383 -4.716
O -0.143 1.926 -5.311
C 0.565 2.774 -4.419
O 1.114 3.812 -4.905
C 0.785 2.519 -2.857
C 0.357 3.770 -1.931
C 0.634 3.493 -0.347
C -0.139 2.171 0.126
C 0.619 0.799 0.025
F 1.957 0.799 -0.478
C -0.051 -0.561 0.416
C 0.781 -1.914 0.231
C -0.099 -3.201 -0.153
C -1.179 -2.960 -1.312
F -2.434 -3.593 -0.892
C -1.532 -0.463 0.931
C -2.204 0.952 0.997
N -1.517 2.183 0.609
C -2.269 3.492 0.725
O -2.273 4.073 1.867
O -2.958 4.097 -0.308
H -2.154 -0.716 -4.314
H -0.400 -0.727 -4.900
H -0.793 -0.187 -3.144
H -1.723 1.944 -3.789
H -2.197 1.386 -5.485
H 1.886 2.274 -2.591
H 0.181 1.603 -2.517
H -0.776 4.001 -2.010
H 0.888 4.750 -2.213
H 0.303 4.364 0.314
H 1.777 3.389 -0.199
H 1.488 -2.135 1.122
H 1.497 -1.730 -0.667
H -0.624 -3.595 0.798
H 0.635 -4.007 -0.541
H -1.434 -1.867 -1.520
H -0.882 -3.427 -2.324
H -2.080 -1.430 1.218
H -3.285 1.081 1.369
Cl 3.342 -4.378 0.847
C 3.631 -5.020 2.484
C 2.383 -5.627 3.087
Cl 1.159 -4.394 3.466
H 4.024 -4.210 3.102
H 4.407 -5.782 2.391
H 2.629 -6.127 4.026
H 1.931 -6.363 2.419
Cl 3.015 -1.640 -2.261
C 4.684 -1.300 -1.738
C 5.710 -1.841 -2.713
Cl 5.759 -3.622 -2.716
H 4.818 -1.719 -0.740
H 4.777 -0.214 -1.666
H 6.707 -1.497 -2.429
H 5.512 -1.506 -3.733
Cl 5.536 -1.103 1.389
C 7.204 -0.764 1.915
C 8.231 -1.303 0.940
Cl 8.280 -3.083 0.932
H 7.336 -1.186 2.913
H 7.297 0.321 1.990
H 9.228 -0.961 1.226
H 8.034 -0.965 -0.079
Cl -1.488 -2.518 5.968
C -0.397 -1.201 5.469
C -1.143 -0.059 4.816
Cl -1.801 -0.519 3.222
H 0.358 -1.620 4.800
H 0.107 -0.850 6.372
H -0.465 0.781 4.647
H -1.968 0.291 5.439
Cl -5.018 0.429 1.110
C -6.449 -0.048 2.060
C -6.090 -0.973 3.206
Cl -5.565 -2.576 2.635
H -7.168 -0.508 1.380
H -6.890 0.872 2.450
H -6.965 -1.133 3.840
H -5.293 -0.556 3.824
Cl -6.842 3.727 -1.496
C -5.717 5.018 -1.977
C -6.427 6.170 -2.660
Cl -7.059 5.717 -4.263
H -4.954 4.579 -2.621
H -5.230 5.370 -1.065
H -5.728 6.994 -2.817
H -7.260 6.540 -2.060
```

***

This record from the OMol25 dataset describes C27H43LuNOP2Si2 as an isolated structure. The level of theory is the ωB97M-V functional and the def2-TZVPD basis.

Results
E_tot (eV): -100184.005
Maximum force (eV Å⁻¹): 6.2
Energy relative to the best compared isomer or geometry (same formula, charge and spin) (kcal/mol): 0.0
LUMO (spin up / spin down) (eV): -4.3 / -4.3
Net charge: +1
HOMO level (spin up / spin down) (eV): -9.9 / -9.9
HOMO-LUMO gap (spin up / spin down) (hartree): 0.2059 / 0.2057

Structure (XYZ):
```
77
C27H43LuNOP2Si2 the ωB97M-V functional and the def2-TZVPD basis
C -2.711 -2.276 -3.416
C -2.421 -1.206 -2.550
C -2.441 -1.468 -1.170
C -2.813 -2.725 -0.689
C -2.913 -3.804 -1.569
C -2.916 -3.573 -2.946
C -2.786 -2.840 0.777
C -3.376 -1.654 1.446
C -3.013 -0.438 0.890
C -3.255 0.757 1.593
C -3.848 0.700 2.852
C -4.122 -0.506 3.435
C -3.884 -1.696 2.751
H -2.690 -2.064 -4.490
H -3.135 -4.791 -1.177
H -3.116 -4.378 -3.647
H -3.100 -3.840 1.164
H -3.950 1.618 3.394
H -4.532 -0.542 4.442
H -4.062 -2.661 3.226
N -2.253 -0.378 -0.294
Lu -0.168 0.107 -0.144
C -2.132 0.183 -3.085
H -2.678 0.988 -2.535
H -2.412 0.240 -4.158
C -2.882 2.105 0.986
H -3.205 2.147 -0.074
H -3.423 2.929 1.495
P -0.279 0.461 -2.870
P -1.074 2.437 1.016
C -0.593 2.591 2.790
H 0.497 2.724 2.840
H -1.069 3.433 3.311
H -0.840 1.660 3.322
C -0.979 4.116 0.294
H -1.469 4.861 0.937
H 0.077 4.382 0.147
H -1.493 4.091 -0.681
C 0.422 -0.551 -4.251
H 0.300 -0.073 -5.229
H 1.497 -0.639 -4.079
H 0.011 -1.558 -4.327
C -0.123 2.102 -3.596
H 0.906 2.432 -3.467
H -0.352 2.131 -4.662
H -0.773 2.809 -3.095
C -1.055 -2.760 1.390
O -0.560 -1.582 1.285
H -1.299 -3.484 2.291
C 3.420 -1.817 0.774
Si 2.646 -1.171 -0.838
C 3.961 -1.272 -2.170
C 1.216 -2.351 -1.174
C 2.111 0.607 -0.760
Si 3.136 1.743 0.316
C 4.945 1.570 -0.119
C 2.601 3.518 -0.112
C 2.867 1.519 2.201
H 3.802 -2.825 0.519
H 2.668 -1.911 1.579
H 4.255 -1.186 1.120
H 4.537 -2.189 -1.975
H 3.483 -1.327 -3.160
H 4.630 -0.398 -2.132
H 0.215 -2.209 -0.730
H 1.075 -2.475 -2.262
H 1.539 -3.325 -0.770
H 2.146 1.054 -1.776
H 5.075 1.392 -1.193
H 5.467 2.507 0.113
H 5.453 0.766 0.427
H 2.204 4.056 0.755
H 3.473 4.075 -0.481
H 1.845 3.502 -0.903
H 1.889 1.088 2.455
H 3.645 0.874 2.626
H 2.937 2.499 2.695
```

***

This record from the OMol25 dataset describes C27H43NO33S8 as an isolated structure. The level of theory is the ωB97M-V functional and the def2-TZVPD basis.

Results
E_tot (eV): -184417.230
Maximum force (eV Å⁻¹): 7.3
LUMO (eV): -0.2
HOMO level (eV): -9.3
HOMO-LUMO gap (hartree): 0.3342

Structure (XYZ):
```
112
C27H43NO33S8 the ωB97M-V functional and the def2-TZVPD basis
C 6.087 1.543 -0.954
C 5.612 0.310 -0.841
C 5.144 -1.245 -0.660
C 5.455 -2.151 -1.984
O 6.922 -2.093 -2.142
C 7.410 -3.312 -2.793
C 7.759 -4.366 -1.595
C 8.863 -3.688 -0.612
O 6.221 -1.726 0.251
S 5.661 -1.207 1.778
O 6.487 -0.134 2.464
O 5.420 -2.451 2.641
O 4.035 -0.769 1.424
C 3.823 -1.549 0.208
C 2.369 -1.515 -0.497
C 1.105 -1.968 0.314
C -0.174 -1.891 -0.583
C -0.059 -1.411 -2.048
N 1.065 -0.944 -2.819
C 2.214 -1.037 -1.955
H 6.821 2.432 -0.816
H 5.025 -1.699 -2.956
H 5.154 -3.247 -1.800
H 8.354 -3.091 -3.438
H 6.580 -3.714 -3.482
H 6.772 -4.468 -0.982
H 8.101 -5.376 -2.033
H 9.809 -4.359 -0.602
H 8.423 -3.530 0.442
H 9.224 -2.645 -0.974
H 3.906 -2.663 0.525
H 1.118 -2.317 1.405
H -1.198 -2.194 -0.151
H -1.056 -1.421 -2.653
H 3.206 -0.684 -2.462
C 0.505 -1.570 5.295
C -0.901 -2.000 5.691
O -1.765 -1.334 4.769
S -1.002 -1.182 3.343
O -1.429 -2.253 2.488
O -1.048 0.198 2.949
O 0.498 -1.520 3.868
H 0.732 -0.568 5.670
H 1.265 -2.270 5.648
H -1.147 -1.725 6.717
H -1.036 -3.078 5.562
C -2.559 3.764 4.726
C -3.527 2.841 4.000
O -4.267 2.191 5.034
S -4.421 3.207 6.292
O -5.705 3.841 6.204
O -3.962 2.534 7.474
O -3.292 4.282 5.837
H -1.700 3.209 5.113
H -2.208 4.577 4.088
H -3.014 2.109 3.375
H -4.233 3.412 3.388
C -4.263 -3.718 -4.433
C -4.186 -5.056 -3.712
O -2.794 -5.272 -3.479
S -2.065 -3.837 -3.255
O -1.948 -3.611 -1.844
O -0.953 -3.748 -4.155
O -3.266 -2.899 -3.821
H -4.012 -3.825 -5.493
H -5.247 -3.255 -4.339
H -4.609 -5.871 -4.300
H -4.687 -5.011 -2.741
C 1.169 2.787 -2.349
C 2.189 2.111 -3.254
O 2.655 3.143 -4.124
S 2.632 4.558 -3.326
O 3.953 4.815 -2.827
O 1.897 5.509 -4.112
O 1.702 4.086 -2.081
H 0.215 2.911 -2.857
H 1.015 2.239 -1.418
H 1.757 1.290 -3.826
H 3.044 1.743 -2.678
C -3.514 0.795 -3.442
C -4.021 2.227 -3.537
O -3.781 2.792 -2.246
S -2.446 2.117 -1.614
O -1.338 2.998 -1.861
O -2.766 1.614 -0.310
O -2.334 0.864 -2.641
H -4.237 0.153 -2.930
H -3.286 0.373 -4.423
H -5.081 2.277 -3.789
H -3.447 2.800 -4.268
C -2.022 4.820 -8.354
C -2.509 5.920 -7.422
O -3.874 5.600 -7.152
S -4.052 3.986 -7.166
O -4.000 3.515 -5.808
O -5.120 3.655 -8.064
O -2.641 3.622 -7.882
H -2.358 4.995 -9.380
H -0.936 4.719 -8.340
H -2.427 6.911 -7.869
H -1.964 5.903 -6.473
C -3.420 -0.018 9.703
C -4.366 -0.095 10.894
O -5.056 -1.335 10.739
S -4.066 -2.408 10.026
O -3.475 -3.223 11.048
O -4.738 -2.955 8.884
O -2.945 -1.351 9.510
H -3.951 0.290 8.798
H -2.586 0.662 9.883
H -5.069 0.738 10.921
H -3.811 -0.133 11.837
```

***

This record from the OMol25 dataset describes C27H44CeN2O8PSb2 as an isolated structure. The level of theory is the ωB97M-V functional and the def2-TZVPD basis.

Results
E_tot (eV): -83339.534
Maximum force (eV Å⁻¹): 2.4
Energy relative to the best compared isomer or geometry (same formula, charge and spin) (kcal/mol): 27.1
LUMO (spin up / spin down) (eV): -11.1 / -11.1
Net charge: +3
HOMO level (spin up / spin down) (eV): -15.8 / -15.8
HOMO-LUMO gap (spin up / spin down) (hartree): 0.1715 / 0.1709

Structure (XYZ):
```
85
C27H44CeN2O8PSb2 the ωB97M-V functional and the def2-TZVPD basis
Ce -0.262 -0.256 -0.306
C -1.611 1.964 3.991
Sb -0.438 2.389 2.242
C 1.345 2.964 3.366
C -1.261 4.337 1.857
C -2.676 4.232 1.367
C -3.717 4.096 2.301
C -5.036 3.969 1.880
C -5.327 3.905 0.517
C -4.331 4.080 -0.395
C -3.009 4.220 0.006
C -1.941 4.452 -1.007
Sb -1.088 2.594 -1.599
C -0.685 2.807 -3.708
C -2.767 1.258 -1.611
H -1.616 2.838 4.618
H -1.184 1.145 4.532
H -2.628 1.696 3.729
H 1.102 3.934 3.768
H 2.268 3.045 2.811
H 1.422 2.265 4.210
H -0.610 4.888 1.229
H -1.256 4.802 2.846
H -3.560 4.146 3.370
H -5.816 3.919 2.606
H -6.355 3.774 0.186
H -4.544 4.110 -1.463
H -1.142 5.100 -0.702
H -2.344 4.812 -1.972
H -0.857 1.863 -4.212
H 0.294 3.187 -3.914
H -1.389 3.563 -4.080
H -3.490 1.775 -2.232
H -3.162 1.133 -0.591
H -2.560 0.265 -2.039
O -1.256 -2.298 -1.156
C -1.192 -2.860 -2.284
C -0.457 -2.403 -3.437
C -0.382 -3.229 -4.546
C 0.375 -2.874 -5.631
C 1.110 -1.672 -5.610
C 1.060 -0.832 -4.510
C 0.282 -1.160 -3.402
O 0.234 -0.365 -2.333
N 0.425 -3.738 -6.873
O -0.086 -4.837 -6.861
O 0.920 -3.176 -7.838
H -1.752 -3.772 -2.410
H -0.929 -4.191 -4.593
H 1.649 -1.375 -6.485
H 1.597 0.099 -4.459
C -0.623 -2.562 3.624
C -1.539 -1.937 2.625
N -2.830 -2.107 2.714
O -1.076 -1.194 1.692
H -0.951 -3.553 3.890
H -0.626 -1.926 4.507
H 0.384 -2.611 3.239
H -3.235 -2.778 3.360
H -3.464 -1.733 2.006
C 2.382 -4.452 2.041
C 1.912 -3.580 0.913
O 2.910 -2.607 0.688
P 2.602 -1.133 0.331
O 2.588 -0.321 1.715
C 3.831 -0.263 2.571
C 3.511 -0.845 3.915
O 3.882 -0.543 -0.400
C 4.189 -0.895 -1.767
C 4.199 -2.380 -2.033
H 1.789 -5.346 2.220
H 2.426 -3.899 2.989
H 3.393 -4.783 1.885
H 0.957 -3.117 1.173
H 1.779 -4.160 0.003
H 4.112 0.778 2.621
H 4.636 -0.758 2.040
H 2.876 -0.158 4.458
H 4.391 -0.944 4.518
H 3.064 -1.846 3.885
H 5.131 -0.391 -1.944
H 3.457 -0.310 -2.402
H 4.721 -2.884 -1.228
H 4.696 -2.591 -2.954
H 3.159 -2.764 -2.069
```

***

This record from the OMol25 dataset describes C27H44Cl3IrN6O3P2S2Si as an isolated structure. The level of theory is the ωB97M-V functional and the def2-TZVPD basis.

Results
E_tot (eV): -132321.789
2S+1: 6
Maximum force (eV Å⁻¹): 0.5
LUMO (spin up / spin down) (eV): -2.1 / -4.9
Net charge: +1
HOMO level (spin up / spin down) (eV): -9.0 / -10.8
HOMO-LUMO gap (spin up / spin down) (hartree): 0.2521 / 0.2166

Structure (XYZ):
```
89
C27H44Cl3IrN6O3P2S2Si the ωB97M-V functional and the def2-TZVPD basis
Ir 0.191 -0.424 -0.451
C 3.783 -3.341 -1.421
C 2.399 -3.468 -2.060
C 2.311 -2.846 -3.456
P 1.046 -2.844 -0.946
C -0.346 -4.014 -1.260
C -0.154 -5.499 -0.955
C -0.789 -3.819 -2.716
C 1.671 -3.037 0.757
C 1.738 -4.252 1.432
C 2.081 -4.314 2.774
C 2.363 -3.149 3.469
C 2.368 -1.933 2.807
C 2.059 -1.875 1.448
N 2.039 -0.646 0.746
C 3.053 0.254 0.779
C 4.241 0.066 1.530
C 5.201 1.051 1.582
C 5.029 2.235 0.870
C 3.920 2.393 0.043
C 2.936 1.423 -0.044
P 1.700 1.356 -1.397
C 2.802 1.032 -2.867
C 3.885 0.023 -2.480
C 3.466 2.242 -3.520
C 0.941 3.032 -1.620
C 0.229 3.106 -2.989
C 1.768 4.294 -1.369
H 4.551 -3.573 -2.161
H 3.985 -2.340 -1.040
H 3.898 -4.031 -0.586
H 2.184 -4.536 -2.169
H 2.338 -1.759 -3.426
H 3.152 -3.190 -4.062
H 1.395 -3.129 -3.969
H -1.147 -3.654 -0.619
H 0.772 -5.904 -1.369
H -0.187 -5.707 0.112
H -0.975 -6.055 -1.412
H -0.138 -4.364 -3.401
H -1.797 -4.220 -2.831
H -0.820 -2.769 -3.012
H 1.512 -5.167 0.907
H 2.105 -5.270 3.280
H 2.581 -3.184 4.528
H 2.576 -1.021 3.350
H 4.404 -0.861 2.056
H 6.095 0.895 2.171
H 5.785 3.008 0.908
H 3.867 3.273 -0.580
H 2.126 0.564 -3.589
H 4.686 0.518 -1.929
H 3.498 -0.778 -1.855
H 4.320 -0.426 -3.374
H 4.163 2.728 -2.833
H 4.052 1.898 -4.375
H 2.760 2.980 -3.883
H 0.166 3.027 -0.861
H 0.769 3.761 -3.670
H 0.120 2.137 -3.480
H -0.769 3.531 -2.873
H 2.609 4.394 -2.055
H 1.119 5.158 -1.532
H 2.136 4.356 -0.345
N -0.604 1.728 1.042
N -1.670 2.495 0.532
C -2.302 2.083 -0.610
N -3.471 2.663 -0.865
N -1.649 1.197 -1.351
N -2.137 0.795 -2.572
O -3.199 1.202 -3.019
O -1.401 0.045 -3.176
H -0.931 1.160 1.822
H 0.114 2.361 1.382
H -2.288 2.874 1.240
H -3.898 3.263 -0.181
H -3.973 2.378 -1.693
C -3.917 0.176 5.320
O -2.690 -0.460 4.894
C -1.725 0.291 4.495
S -1.656 1.961 4.485
S -0.284 -0.345 3.929
H -4.556 -0.642 5.629
H -4.349 0.713 4.478
H -3.711 0.851 6.148
Cl -3.226 -0.058 1.543
Si -1.917 -1.352 0.441
Cl -3.210 -1.948 -1.081
Cl -1.907 -2.985 1.762
```